Entry 1:
ORCA calculation (ωB97M-V/def2-TZVPD) on a molecular structure, C31H47NO2P2RhS2 at a distorted geometry.

The HOMO energy (spin up / spin down) comes out at -8.15 / -10.98 eV. Its total charge is +1. Its total energy is -81741.6295 eV. Its lowest unoccupied orbital energy (spin up / spin down) is -2.93 / -6.19 eV. The expectation value of S² is 6.04. The value obtained for the relative energy (zero: lowest compared OMol25 entry of this formula, charge and spin) is 0.0 kJ/mol. The value obtained for the molar mass is 694.7 g mol⁻¹. The HOMO-LUMO gap (spin up / spin down) is 5.227 / 4.790 eV. The spin multiplicity is 5.

Element x y z (Å)
Rh -0.569 1.026 -0.475
C 0.202 3.092 -1.045
C 0.014 2.365 -2.273
C -2.075 2.661 -1.286
C -1.094 3.278 -0.436
C -1.391 2.100 -2.418
C 1.467 3.718 -0.551
H 2.346 3.262 -1.014
H 1.548 3.634 0.539
H 1.489 4.792 -0.791
C -1.370 4.092 0.782
H -0.473 4.186 1.403
H -2.160 3.635 1.387
H -1.702 5.104 0.508
C -3.553 2.713 -1.108
H -3.968 3.655 -1.499
H -3.831 2.658 -0.050
H -4.051 1.883 -1.623
C -2.059 1.473 -3.596
H -2.448 2.246 -4.277
H -2.916 0.859 -3.290
H -1.360 0.857 -4.169
C 1.057 2.072 -3.301
H 1.035 2.822 -4.105
H 0.891 1.095 -3.768
H 2.060 2.088 -2.867
C 4.720 -3.514 1.574
C 5.483 -2.800 0.731
C 6.136 -3.275 -0.534
C 5.485 -4.498 -1.226
C 4.026 -4.340 -1.555
C 2.976 -4.591 -0.773
C 2.980 -5.144 0.623
C 4.287 -4.944 1.431
H 7.194 -3.528 -0.342
H 5.682 -5.394 -0.627
H 6.160 -2.435 -1.246
H 5.071 -5.581 1.008
H 4.418 -3.048 2.521
H 5.770 -1.784 1.022
H 4.094 -5.334 2.445
H 2.142 -4.694 1.180
H 1.969 -4.487 -1.202
H 2.771 -6.229 0.597
H 6.024 -4.646 -2.177
H 3.842 -4.033 -2.596
P 1.339 0.021 0.344
P -1.291 -1.059 -1.053
C 1.045 -1.813 0.309
C -0.430 -2.174 0.147
H 1.446 -2.224 1.245
H 1.661 -2.232 -0.501
H -0.555 -3.200 -0.219
H -0.980 -2.088 1.094
C -3.069 -1.360 -0.996
H -3.561 -0.880 -1.852
H -3.506 -0.931 -0.073
H -3.246 -2.444 -1.027
C -0.714 -1.645 -2.685
H -0.725 -2.744 -2.707
H 0.305 -1.291 -2.882
H -1.381 -1.264 -3.468
C 1.728 0.462 2.075
H 1.790 1.554 2.170
H 2.696 0.026 2.357
H 0.942 0.102 2.751
C 2.880 0.343 -0.571
H 2.706 0.233 -1.649
H 3.666 -0.358 -0.253
H 3.209 1.371 -0.368
O -6.498 -0.291 2.230
S -5.736 0.722 1.539
O -6.286 1.362 0.370
N -4.136 0.274 1.284
C -3.230 0.998 1.921
S -1.533 0.719 1.733
C -3.819 1.992 2.831
C -3.245 2.992 3.635
C -4.068 3.925 4.280
C -5.461 3.863 4.110
C -6.040 2.883 3.290
C -5.207 1.957 2.682
H -2.162 3.040 3.754
H -3.634 4.708 4.912
H -6.111 4.579 4.607
H -7.105 2.808 3.101

***

Entry 2:
ORCA calculation (ωB97M-V/def2-TZVPD) on 10 unconnected molecules or ions with the total composition C31H48Br3FNO24S2 at a distorted geometry.

The HOMO energy comes out at 3.23 eV. Its total charge is -3. Its total energy is -318061.9042 eV. Its lowest unoccupied orbital energy is 4.36 eV. The value obtained for the molar mass is 1141.6 g mol⁻¹. The HOMO-LUMO gap is 1.124 eV.

Element x y z (Å)
C 1.033 -1.393 2.174
C 1.925 -1.346 0.921
C 1.016 -1.390 -0.314
O 0.201 -0.259 -0.251
C -0.972 -0.169 -0.992
N 2.752 -0.117 0.927
H 2.262 0.693 0.551
H 3.002 0.166 1.885
H 3.600 -0.144 0.353
H 0.385 -0.521 2.225
H 1.633 -1.448 3.084
H 0.495 -2.342 2.143
H 2.732 -2.071 0.826
H 0.390 -2.292 -0.310
H 1.502 -1.514 -1.284
H -1.734 -0.899 -0.720
H -0.740 -0.155 -2.063
H -1.298 0.849 -0.779
S 5.926 1.152 0.322
O 7.006 1.058 1.316
O 5.510 -0.304 0.210
O 4.841 2.033 0.819
O 6.395 1.749 -0.973
S 4.904 0.548 4.136
O 3.612 1.111 3.681
O 5.220 -0.689 3.407
O 5.908 1.605 3.753
O 4.974 0.465 5.593
C -2.712 3.895 0.786
C -1.816 3.383 1.919
C -1.606 1.853 1.998
O -0.235 1.782 2.383
C 0.378 2.910 2.107
O 1.532 3.166 2.269
O -0.489 3.764 1.495
H -3.738 3.654 1.076
H -2.425 3.380 -0.128
H -2.656 4.981 0.741
H -1.974 3.986 2.816
H -1.741 1.378 1.026
H -2.290 1.420 2.727
C -1.800 1.719 -5.007
C -2.663 2.028 -3.747
C -2.583 3.478 -3.245
O -3.942 3.939 -3.434
C -4.683 3.070 -4.071
O -5.817 3.314 -4.437
O -3.997 1.958 -4.329
H -2.032 0.702 -5.312
H -0.735 1.862 -4.813
H -1.995 2.523 -5.718
H -2.601 1.264 -2.974
H -1.958 4.056 -3.926
H -2.233 3.599 -2.225
C 3.407 3.361 -3.470
C 2.570 2.176 -2.997
C 2.833 1.646 -1.573
O 1.761 2.135 -0.838
C 0.746 2.452 -1.698
O -0.410 2.648 -1.393
O 1.172 2.444 -2.950
H 3.176 3.540 -4.520
H 4.438 3.040 -3.310
H 3.220 4.239 -2.850
H 2.870 1.266 -3.521
H 3.859 1.984 -1.404
H 2.724 0.560 -1.568
C 1.327 -5.848 1.537
C 2.737 -5.537 2.066
C 3.881 -6.374 1.454
O 4.920 -5.413 1.239
C 4.463 -4.170 1.489
O 5.138 -3.195 1.655
O 3.153 -4.208 1.714
H 0.653 -6.470 2.131
H 1.423 -6.429 0.616
H 0.619 -5.059 1.282
H 2.651 -5.436 3.149
H 3.570 -6.700 0.461
H 4.170 -7.165 2.144
C -5.871 3.452 2.594
C -5.944 2.966 1.194
C -5.718 3.979 0.098
O -4.974 3.261 -0.908
C -4.437 2.183 -0.287
O -3.775 1.324 -0.801
O -4.717 2.256 1.042
H -5.037 4.080 2.906
H -5.869 2.533 3.180
H -6.716 4.129 2.744
H -6.704 2.203 1.015
H -5.288 4.907 0.480
H -6.551 4.427 -0.448
F -2.046 -1.993 1.841
C -2.744 -3.123 1.515
C -2.786 -3.525 0.197
C -3.348 -4.741 -0.137
C -3.880 -5.580 0.854
C -3.994 -5.064 2.169
C -3.382 -3.878 2.484
H -2.515 -2.876 -0.624
H -3.352 -5.033 -1.177
H -4.185 -6.605 0.699
H -4.387 -5.701 2.949
H -3.131 -3.687 3.519
C 4.984 -3.455 -2.970
Br 3.073 -3.561 -2.338
Br 6.273 -4.194 -1.751
Br 5.338 -1.609 -3.599
H 4.949 -3.998 -3.908

***

Entry 3:
ORCA calculation (ωB97M-V/def2-TZVPD) on a molecular structure, C31H48Cl2NO3SSi4Ti at a distorted geometry.

The HOMO energy (spin up / spin down) comes out at -7.32 / -7.26 eV. Its total energy is -131059.1686 eV. Its lowest unoccupied orbital energy (spin up / spin down) is -0.11 / -0.24 eV. The expectation value of S² is 0.76. The value obtained for the molar mass is 745.9 g mol⁻¹. The HOMO-LUMO gap (spin up / spin down) is 7.218 / 7.027 eV. The spin multiplicity is 2.

Element x y z (Å)
Ti -1.710 0.169 0.372
C 1.436 4.794 -2.999
C 0.645 4.163 -1.891
C 1.275 3.697 -0.732
C 0.526 3.121 0.298
C -0.864 3.015 0.185
C -1.495 3.479 -0.972
C -0.746 4.054 -2.001
S -1.815 2.268 1.528
C -1.802 3.705 2.632
O -3.217 2.118 1.012
H 2.513 4.678 -2.839
H 1.213 5.864 -3.057
H 1.192 4.323 -3.956
H 2.355 3.772 -0.625
H 1.040 2.755 1.183
H -2.575 3.395 -1.080
H -1.257 4.412 -2.893
H -2.212 4.577 2.117
H -0.781 3.908 2.962
H -2.421 3.476 3.503
C 0.457 0.639 3.929
Si 0.784 -0.935 2.991
C 2.082 -0.654 1.686
C 1.386 -2.246 4.177
Si -1.144 -1.666 2.009
Si -2.955 -1.726 3.396
C -2.640 -2.989 4.736
C -4.473 -2.215 2.437
C -3.197 -0.055 4.183
Si -0.897 -3.509 0.685
C -0.561 -4.988 1.776
C 0.536 -3.267 -0.478
C -2.466 -3.806 -0.273
H 1.399 1.097 4.248
H -0.135 0.452 4.829
H -0.075 1.371 3.313
H 2.949 -0.142 2.114
H 1.701 -0.034 0.868
H 2.438 -1.597 1.264
H 2.303 -1.915 4.676
H 1.610 -3.181 3.657
H 0.643 -2.454 4.953
H -2.476 -3.985 4.315
H -3.501 -3.052 5.410
H -1.767 -2.723 5.338
H -4.441 -3.269 2.149
H -4.585 -1.614 1.529
H -5.372 -2.071 3.044
H -2.414 0.162 4.913
H -4.155 -0.018 4.713
H -3.200 0.743 3.435
H 0.346 -4.847 2.371
H -0.423 -5.887 1.167
H -1.393 -5.176 2.460
H 1.491 -3.306 0.052
H 0.470 -2.308 -1.001
H 0.551 -4.057 -1.235
H -3.273 -4.153 0.376
H -2.308 -4.576 -1.035
H -2.802 -2.898 -0.783
Cl 2.227 2.947 -2.421
C 3.351 1.703 -1.988
C 4.583 2.131 -1.473
C 5.538 1.204 -1.061
C 5.256 -0.155 -1.153
C 4.028 -0.587 -1.672
Cl 3.766 -2.299 -1.753
C 3.061 0.330 -2.131
N 1.810 -0.153 -2.606
C 1.230 0.113 -3.878
C 2.037 0.478 -4.972
C 1.491 0.704 -6.237
C 0.127 0.538 -6.440
C -0.682 0.117 -5.386
C -0.144 -0.125 -4.107
C -1.066 -0.682 -3.040
C -1.278 0.263 -1.861
O -2.368 0.901 -1.854
O -0.342 0.255 -1.003
H 4.793 3.193 -1.380
H 6.488 1.541 -0.656
H 5.990 -0.881 -0.816
H 1.092 0.011 -1.865
H 3.107 0.602 -4.840
H 2.133 1.010 -7.057
H -0.309 0.719 -7.418
H -1.746 -0.031 -5.559
H -0.654 -1.633 -2.677
H -2.044 -0.933 -3.471
H -3.269 -0.169 -0.372